Entry 1:
Formula: C63H140B5F20N7
Source: OMol25
Level of theory: wB97M-V/def2-TZVPD

CARTESIAN COORDINATES (ANGSTROEM)
C 3.373 2.981 0.021
C 2.985 1.712 -0.687
C 3.992 1.360 -1.725
N 3.776 0.001 -2.437
C 4.935 -0.422 -3.439
C 4.979 0.435 -4.716
C 3.599 0.445 -5.391
C 2.526 0.972 -4.503
C 2.453 0.089 -3.210
C 3.753 -1.208 -1.495
H 3.559 3.703 -0.774
H 4.337 2.857 0.515
H 2.651 3.414 0.714
H 2.034 2.025 -1.117
H 2.857 0.913 0.044
H 5.031 1.372 -1.396
H 3.916 2.059 -2.558
H 5.913 -0.594 -2.989
H 4.713 -1.431 -3.786
H 5.242 1.446 -4.405
H 5.848 0.098 -5.282
H 3.494 0.933 -6.359
H 3.316 -0.555 -5.721
H 2.593 2.042 -4.303
H 1.533 0.860 -4.936
H 1.573 0.299 -2.602
H 2.349 -0.961 -3.485
H 2.971 -0.954 -0.780
H 4.726 -1.289 -1.010
H 3.521 -2.091 -2.090
C 3.760 -1.673 4.435
C 2.951 -2.485 3.400
C 2.419 -3.770 4.145
N 1.492 -4.580 3.168
C 1.368 -6.133 3.603
C 0.839 -6.306 5.069
C -0.580 -5.666 5.023
C -0.728 -4.164 4.498
C 0.075 -3.963 3.151
C 1.948 -4.650 1.687
H 4.641 -2.161 4.851
H 3.085 -1.358 5.230
H 3.979 -0.717 3.959
H 3.508 -2.868 2.545
H 2.062 -1.918 3.123
H 1.844 -3.504 5.032
H 3.316 -4.341 4.384
H 2.367 -6.559 3.511
H 0.650 -6.561 2.904
H 1.440 -5.889 5.877
H 0.704 -7.346 5.367
H -0.878 -5.641 6.071
H -1.242 -6.314 4.448
H -0.255 -3.517 5.236
H -1.731 -3.791 4.293
H 0.110 -2.913 2.861
H -0.345 -4.449 2.270
H 2.975 -5.015 1.667
H 1.977 -3.641 1.277
H 1.350 -5.330 1.080
C -0.401 2.329 -2.723
C -1.426 3.245 -3.499
C -2.847 2.940 -3.188
N -3.796 3.548 -4.303
C -5.160 3.326 -3.715
C -6.226 4.007 -4.572
C -5.989 5.451 -4.819
C -4.514 5.698 -5.398
C -3.454 5.012 -4.606
C -3.627 2.794 -5.564
H -0.592 2.187 -1.659
H 0.562 2.833 -2.803
H -0.357 1.350 -3.200
H -1.203 3.126 -4.560
H -1.191 4.295 -3.320
H -3.223 3.401 -2.275
H -3.078 1.875 -3.192
H -5.173 3.827 -2.747
H -5.358 2.269 -3.536
H -7.199 3.963 -4.083
H -6.438 3.496 -5.512
H -6.223 5.882 -3.846
H -6.617 5.745 -5.661
H -4.409 6.779 -5.489
H -4.415 5.521 -6.469
H -3.349 5.425 -3.602
H -2.450 5.184 -4.995
H -3.697 1.707 -5.544
H -2.727 3.048 -6.124
H -4.446 3.171 -6.177
C -4.558 -5.818 -4.734
C -3.264 -5.840 -3.914
C -2.197 -4.896 -4.559
N -0.859 -4.714 -3.769
C -0.048 -3.609 -4.546
C 1.387 -3.550 -4.084
C 2.053 -4.947 -4.147
C 1.370 -5.930 -3.093
C -0.141 -6.140 -3.525
C -1.024 -4.060 -2.384
H -4.837 -4.777 -4.899
H -5.326 -6.371 -4.193
H -4.414 -6.336 -5.682
H -2.899 -6.844 -3.699
H -3.510 -5.496 -2.910
H -2.642 -3.901 -4.580
H -1.947 -5.246 -5.561
H -0.055 -3.808 -5.618
H -0.594 -2.680 -4.383
H 2.026 -2.913 -4.696
H 1.541 -3.162 -3.077
H 1.854 -5.479 -5.078
H 3.114 -4.784 -3.961
H 1.948 -6.854 -3.066
H 1.491 -5.596 -2.062
H -0.048 -6.720 -4.443
H -0.759 -6.603 -2.756
H -0.164 -4.141 -1.719
H -1.703 -4.818 -1.995
H -1.503 -3.081 -2.403
C -3.935 0.911 -0.450
C -4.135 -0.356 0.425
C -4.423 -1.559 -0.510
N -4.962 -2.783 0.230
C -4.968 -3.960 -0.832
C -5.847 -5.183 -0.352
C -7.193 -4.830 0.258
C -7.165 -3.708 1.275
C -6.369 -2.434 0.821
C -4.047 -3.280 1.316
H -4.049 1.783 0.194
H -4.618 0.921 -1.299
H -2.933 1.096 -0.840
H -4.937 -0.129 1.127
H -3.271 -0.567 1.055
H -3.581 -1.973 -1.065
H -5.168 -1.329 -1.271
H -5.288 -3.629 -1.819
H -3.962 -4.239 -1.145
H -6.052 -5.787 -1.236
H -5.068 -5.791 0.109
H -7.759 -4.385 -0.561
H -7.708 -5.739 0.569
H -8.234 -3.507 1.345
H -6.974 -3.947 2.321
H -6.946 -1.825 0.124
H -6.270 -1.892 1.761
H -4.363 -4.277 1.622
H -3.899 -2.585 2.142
H -3.009 -3.453 1.031
C 2.388 2.875 5.054
C 1.427 2.037 4.136
C 0.010 2.595 4.177
N -1.068 1.745 3.386
C -2.402 2.303 3.786
C -2.581 3.814 3.460
C -2.314 4.081 1.909
C -1.031 3.474 1.404
C -0.830 1.939 1.875
C -1.115 0.277 3.689
H 2.371 3.878 4.629
H 3.436 2.577 5.046
H 2.159 2.979 6.115
H 1.454 0.979 4.396
H 1.838 2.074 3.127
H 0.000 3.677 4.041
H -0.293 2.457 5.214
H -2.522 2.079 4.846
H -3.140 1.664 3.302
H -1.987 4.539 4.018
H -3.612 4.100 3.667
H -2.477 5.135 1.685
H -3.116 3.509 1.441
H -0.145 4.057 1.656
H -1.048 3.405 0.316
H 0.134 1.453 1.728
H -1.552 1.271 1.404
H -0.167 -0.205 3.452
H -1.942 -0.191 3.155
H -1.302 0.126 4.752
C 5.511 2.939 3.277
C 5.726 4.447 2.667
C 5.287 5.539 3.651
N 5.163 6.942 2.958
C 4.915 8.096 3.997
C 6.213 8.292 4.828
C 7.390 8.741 3.923
C 7.636 7.628 2.925
C 6.372 7.338 2.107
C 3.941 7.029 2.007
H 6.264 2.218 2.960
H 4.490 2.654 3.026
H 5.595 3.085 4.354
H 5.188 4.478 1.719
H 6.764 4.621 2.384
H 5.993 5.537 4.481
H 4.280 5.369 4.033
H 4.015 7.894 4.578
H 4.713 8.986 3.401
H 6.517 7.410 5.391
H 6.162 9.070 5.589
H 8.373 8.956 4.342
H 7.049 9.626 3.388
H 8.019 6.697 3.344
H 8.297 8.129 2.218
H 6.614 6.501 1.452
H 6.065 8.211 1.532
H 3.931 6.144 1.371
H 3.897 7.917 1.377
H 3.067 7.015 2.658
B -1.974 -6.963 -0.048
F -2.306 -5.611 0.019
F -0.589 -7.127 -0.094
F -2.558 -7.619 1.024
F -2.532 -7.499 -1.200
B 6.897 0.452 0.409
F 7.786 -0.155 1.354
F 7.096 0.197 -0.936
F 5.566 0.090 0.833
F 6.932 1.865 0.539
B -3.391 -1.349 -4.275
F -2.653 -0.887 -3.213
F -2.568 -1.808 -5.280
F -4.140 -2.467 -3.699
F -4.278 -0.365 -4.723
B 0.391 -1.061 0.338
F -0.751 -1.301 1.144
F 0.053 -0.225 -0.731
F 1.334 -0.443 1.077
F 0.899 -2.186 -0.292
B -4.608 -1.371 4.602
F -5.427 -2.472 4.428
F -3.328 -1.783 4.907
F -4.556 -0.637 3.437
F -5.110 -0.666 5.682

Results
Relative energy (zero: lowest compared OMol25 entry of this formula, charge and spin) (kJ/mol): 226.0
Electronic energy (eV): -135780.19152
E_LUMO (Eh): -0.14751
2S+1: 1
Max |F| (eV Å⁻¹): 3.021
Net charge: +2

=====

Entry 2:
Formula: C63H147N5O5
Source: OMol25
Level of theory: wB97M-V/def2-TZVPD

CARTESIAN COORDINATES (ANGSTROEM)
C 17.988 9.816 13.976
C 19.083 10.769 13.546
C 19.002 12.095 14.344
C 19.934 13.262 14.171
C 19.478 14.448 14.966
C 20.600 15.561 15.197
H 18.188 8.791 13.515
H 17.058 10.101 13.539
H 17.810 9.725 15.022
H 20.051 10.266 13.769
H 18.980 10.960 12.470
H 18.981 11.853 15.450
H 17.996 12.412 14.203
H 20.966 12.993 14.478
H 19.923 13.589 13.121
H 18.630 14.966 14.474
H 19.095 14.120 15.904
H 21.445 15.084 15.683
H 20.946 15.992 14.222
H 20.237 16.391 15.814
C 23.490 13.849 11.085
C 23.922 13.041 12.312
C 23.309 11.626 12.191
C 23.658 10.585 13.286
C 23.115 10.837 14.699
C 23.374 9.772 15.796
H 23.716 13.329 10.175
H 23.876 14.898 11.078
H 22.402 13.837 10.994
H 24.985 13.025 12.512
H 23.467 13.553 13.153
H 23.449 11.270 11.205
H 22.238 11.804 12.261
H 23.325 9.626 13.039
H 24.785 10.460 13.269
H 23.413 11.839 15.089
H 21.987 10.859 14.553
H 22.870 10.009 16.755
H 22.938 8.843 15.524
H 24.433 9.545 15.963
C 24.046 17.750 9.820
C 22.887 17.422 10.796
C 21.582 17.173 10.044
C 20.402 17.011 10.993
C 19.003 16.887 10.269
C 17.952 16.360 11.223
H 23.755 18.587 9.156
H 24.348 16.878 9.250
H 24.813 18.231 10.333
H 23.167 16.460 11.315
H 22.741 18.275 11.496
H 21.619 16.243 9.389
H 21.412 18.016 9.395
H 20.528 16.042 11.517
H 20.356 17.785 11.816
H 18.748 17.909 9.913
H 19.132 16.246 9.395
H 18.318 15.386 11.560
H 17.845 17.022 12.094
H 16.955 16.221 10.772
C 21.483 17.796 18.607
C 22.965 18.009 18.347
C 23.464 17.482 17.028
C 24.977 17.530 16.962
C 25.375 17.142 15.453
C 26.887 17.234 15.128
H 21.142 17.807 19.663
H 21.050 16.895 18.205
H 21.042 18.588 18.030
H 23.195 19.042 18.481
H 23.589 17.539 19.147
H 22.987 18.081 16.207
H 23.086 16.502 16.938
H 25.398 18.497 17.206
H 25.434 16.779 17.637
H 25.013 16.174 15.142
H 24.954 17.860 14.766
H 27.282 18.142 15.630
H 27.373 16.334 15.472
H 27.042 17.365 14.063
C 19.349 14.511 19.350
C 20.476 13.692 18.777
C 21.820 14.133 19.428
C 23.100 13.787 18.635
C 24.420 14.052 19.335
C 25.532 13.713 18.308
H 18.332 14.154 19.145
H 19.378 15.497 18.998
H 19.436 14.628 20.446
H 20.243 12.707 19.038
H 20.389 13.736 17.728
H 21.879 13.725 20.481
H 21.707 15.203 19.598
H 23.040 12.774 18.278
H 23.140 14.377 17.711
H 24.567 15.116 19.614
H 24.472 13.459 20.267
H 25.394 12.676 17.950
H 25.409 14.386 17.405
H 26.581 13.726 18.705
C 9.824 14.289 12.423
C 10.301 14.916 13.746
C 11.762 15.333 13.786
C 12.847 14.352 13.456
C 14.195 15.017 13.412
C 15.326 14.077 12.785
H 8.729 14.328 12.524
H 10.052 13.227 12.288
H 10.185 14.866 11.577
H 9.734 15.866 13.901
H 10.105 14.192 14.571
H 11.898 15.919 14.695
H 11.789 16.081 13.005
H 12.808 13.447 14.181
H 12.668 13.921 12.452
H 14.200 15.916 12.720
H 14.464 15.425 14.397
H 15.579 13.231 13.426
H 15.076 13.722 11.816
H 16.274 14.558 12.616
C 16.525 20.639 12.402
C 15.816 21.255 11.205
C 15.093 20.262 10.335
C 13.798 19.617 10.993
C 12.736 19.021 10.020
C 13.172 17.693 9.447
H 16.964 21.379 13.098
H 17.246 19.902 12.144
H 15.774 20.092 13.026
H 15.134 22.055 11.536
H 16.592 21.806 10.605
H 15.813 19.448 10.085
H 14.950 20.657 9.294
H 14.112 18.759 11.640
H 13.357 20.288 11.795
H 11.811 18.963 10.603
H 12.538 19.743 9.231
H 12.269 17.194 9.136
H 13.869 17.801 8.590
H 13.653 17.044 10.188
C 23.078 20.214 13.469
C 21.696 20.956 13.394
C 20.691 20.835 14.505
C 20.303 19.377 14.742
C 18.891 19.198 15.275
C 18.337 17.806 15.221
H 22.796 19.220 13.927
H 23.713 20.673 14.207
H 23.587 20.262 12.533
H 21.949 21.995 13.294
H 21.267 20.572 12.447
H 19.709 21.240 14.139
H 21.024 21.259 15.433
H 20.414 19.016 13.697
H 21.058 18.859 15.297
H 18.971 19.639 16.344
H 18.216 19.815 14.713
H 18.465 17.291 16.165
H 17.275 17.805 15.027
H 18.744 17.322 14.352
C 17.819 20.509 18.765
C 17.139 19.251 18.343
O 17.568 18.177 18.654
N 15.975 19.250 17.629
C 15.230 20.397 17.195
H 17.813 21.318 17.992
H 18.879 20.249 19.100
H 17.123 20.863 19.592
H 15.578 18.373 17.421
H 15.727 20.836 16.331
H 15.098 21.170 18.006
H 14.218 20.102 16.874
C 23.822 21.821 17.154
C 22.831 21.756 18.301
O 21.622 21.885 18.062
N 23.344 21.620 19.495
C 22.592 21.552 20.757
H 23.831 20.832 16.702
H 24.881 22.027 17.398
H 23.361 22.435 16.391
H 24.316 21.845 19.561
H 23.321 21.333 21.540
H 21.916 20.773 20.654
H 22.191 22.500 21.020
C 26.389 21.482 13.679
C 25.358 22.380 13.146
O 25.006 23.384 13.759
N 25.009 22.128 11.807
C 24.018 22.899 11.044
H 26.638 21.611 14.746
H 27.292 21.616 13.108
H 26.251 20.364 13.616
H 25.478 21.359 11.414
H 23.609 23.784 11.599
H 23.247 22.245 10.678
H 24.510 23.356 10.079
C 27.909 17.797 10.725
C 27.366 19.151 10.503
O 26.706 19.695 11.402
N 27.569 19.724 9.302
C 26.949 20.932 8.902
H 28.937 17.770 10.295
H 27.252 17.105 10.259
H 27.975 17.564 11.804
H 28.312 19.314 8.729
H 25.960 21.070 9.399
H 26.826 20.877 7.811
H 27.560 21.801 9.053
C 17.946 24.111 14.201
C 18.131 23.729 15.697
O 17.245 23.130 16.287
N 19.317 24.065 16.283
C 20.473 24.637 15.551
H 18.350 25.104 13.964
H 16.881 24.237 14.021
H 18.426 23.411 13.525
H 19.487 23.571 17.172
H 21.389 24.001 15.555
H 20.722 25.618 16.012
H 20.198 24.721 14.496

Results
Electronic energy (eV): -85403.39730
E_LUMO (Eh): 0.01417
2S+1: 1
Max |F| (eV Å⁻¹): 3.442

=====

What is the electronic energy in the second record?
-85403.39730 eV